Arrangement w

Computed, not measured: a structure of composition C35H58LaOP2, with ωB97M-V/def2-TZVPD.

Each line ends with the Mulliken charge.
Cartesian coordinates (Å):
La1 -0.863 -0.528 1.330  0.741
C1 0.962 1.649 3.210  -0.456
C2 0.386 2.746 2.538  1.694
C3 -1.306 1.274 3.009  0.336
C4 -0.087 0.728 3.508  0.394
C5 -0.975 2.474 2.308  -0.083
C6 2.367 1.542 3.668  -1.862
H1 3.071 1.912 2.908  0.309
H2 2.644 0.502 3.875  0.387
H3 2.557 2.123 4.588  0.321
C7 0.007 -0.618 4.132  -0.516
H4 1.005 -0.788 4.552  0.455
H5 -0.160 -1.487 3.436  0.159
H6 -0.727 -0.752 4.944  0.194
C8 -2.622 0.552 3.055  -0.754
H7 -2.962 0.444 4.094  0.304
H8 -2.638 -0.539 2.700  0.297
H9 -3.397 1.074 2.481  0.405
C9 -1.921 3.351 1.585  -1.660
H10 -2.319 4.163 2.216  0.307
H11 -2.775 2.782 1.203  0.388
H12 -1.437 3.814 0.716  0.302
C10 1.039 4.052 2.252  -1.713
H13 0.504 4.868 2.771  0.416
H14 1.027 4.296 1.178  0.253
H15 2.077 4.070 2.595  0.426
C11 2.655 0.150 -0.628  -0.857
C12 3.251 1.213 -0.060  -0.404
C13 3.132 2.658 -0.396  -0.581
C14 2.258 3.028 -1.607  0.369
C15 0.807 2.931 -1.309  -0.854
C16 0.050 1.841 -1.496  -0.383
C17 0.459 0.540 -2.085  -0.286
C18 1.942 0.053 -1.929  0.259
H16 4.155 3.035 -0.532  0.614
H17 2.521 2.408 -2.484  -1.541
H18 2.721 3.180 0.482  -0.088
H19 2.549 0.560 -2.719  -1.126
H20 2.760 -0.820 -0.122  0.431
H21 3.925 1.017 0.786  0.533
H22 1.957 -1.009 -2.252  0.634
H23 -0.205 -0.283 -1.755  0.247
H24 -1.025 1.944 -1.323  0.845
H25 0.260 0.591 -3.174  -0.034
H26 2.502 4.065 -1.899  0.696
H27 0.355 3.830 -0.879  0.581
P1 2.658 1.504 -4.573  1.314
C19 3.685 0.083 -5.062  -1.409
C20 3.684 2.979 -4.869  -1.298
P2 -0.164 2.538 -5.281  0.468
C21 1.280 1.446 -5.780  -1.353
C22 0.447 4.126 -5.997  -1.157
C23 -1.238 2.039 -6.692  -1.222
H28 3.058 -0.819 -5.104  0.322
H29 4.467 -0.071 -4.303  0.370
H30 4.149 0.258 -6.039  0.416
H31 4.169 2.925 -5.852  0.389
H32 4.464 3.010 -4.096  0.408
H33 3.103 3.905 -4.790  0.285
H34 -0.750 2.211 -7.659  0.347
H35 -2.176 2.605 -6.641  0.400
H36 -1.470 0.973 -6.588  0.367
H37 0.875 0.411 -5.780  0.507
H38 1.645 1.692 -6.802  0.708
H39 -0.386 4.840 -5.973  0.431
H40 0.784 4.004 -7.036  0.345
H41 1.258 4.544 -5.393  0.246
C24 -1.175 -4.624 -1.154  -1.405
C25 -0.545 -4.375 0.221  0.373
C26 0.242 -3.041 0.161  -1.271
C27 -1.564 -4.612 1.343  0.068
C28 -2.201 -5.856 1.404  -0.888
C29 -3.106 -6.156 2.424  -1.248
C30 -3.367 -5.214 3.427  -0.470
C31 -2.752 -3.960 3.397  0.125
C32 -2.995 -2.953 4.515  1.982
C33 -4.476 -2.577 4.621  -1.582
C34 -2.481 -3.503 5.849  -1.642
C35 -1.956 -3.637 2.281  0.831
O1 -1.651 -2.344 2.049  0.611
H42 -1.957 -3.885 -1.383  0.294
H43 -1.627 -5.622 -1.212  0.441
H44 -0.407 -4.553 -1.933  0.397
H45 0.214 -5.165 0.365  0.434
H46 -0.354 -2.267 -0.394  -0.082
H47 0.610 -2.720 1.154  0.380
H48 1.137 -3.212 -0.449  0.682
H49 -1.947 -6.608 0.648  0.356
H50 -3.613 -7.123 2.451  0.377
H51 -4.021 -5.441 4.275  0.355
H52 -2.429 -2.041 4.275  -1.481
H53 -5.056 -3.435 4.989  0.408
H54 -4.593 -1.749 5.330  0.442
H55 -4.883 -2.262 3.651  0.320
H56 -1.445 -3.860 5.753  0.355
H57 -2.512 -2.708 6.604  0.462
H58 -3.118 -4.337 6.176  0.394

Summary:
Total charge ... +1
Orbital gap ... 6.40 eV
Lowest unoccupied orbital energy ... -3.459 eV


Arrangement x

Computed, not measured: a structure of composition C35H58LaOP2, with ωB97M-V/def2-TZVPD.

Each line ends with the Mulliken charge.
Cartesian coordinates (Å):
La1 -1.320 1.981 0.635  1.825
C1 0.465 -1.689 0.009  -0.451
C2 1.624 -1.043 0.513  0.975
C3 -0.125 -0.532 1.912  -0.029
C4 -0.625 -1.365 0.854  1.542
C5 1.272 -0.332 1.678  0.100
C6 0.385 -2.617 -1.133  -1.528
H1 0.046 -2.108 -2.050  0.083
H2 -0.328 -3.436 -0.938  0.487
H3 1.362 -3.073 -1.349  0.325
C7 -1.957 -2.010 0.744  -0.413
H4 -2.066 -2.517 -0.224  0.433
H5 -2.784 -1.289 0.785  -0.263
H6 -2.117 -2.766 1.534  0.245
C8 -0.793 -0.194 3.207  -0.221
H7 -1.236 -1.102 3.651  0.156
H8 -1.605 0.568 3.159  0.039
H9 -0.046 0.173 3.928  0.358
C9 2.234 0.368 2.567  -1.806
H10 3.199 -0.164 2.644  0.365
H11 1.846 0.469 3.585  0.520
H12 2.455 1.392 2.228  0.093
C10 2.979 -1.159 -0.085  -1.634
H13 3.744 -1.097 0.696  0.356
H14 3.190 -0.350 -0.801  -0.039
H15 3.106 -2.097 -0.638  0.386
C11 0.880 -0.010 -3.486  -0.540
C12 2.115 -0.385 -3.884  -0.918
C13 3.253 0.544 -4.281  -0.872
C14 3.379 1.884 -3.535  0.106
C15 3.368 1.791 -2.061  -1.179
C16 2.204 1.777 -1.389  0.301
C17 0.797 1.849 -1.874  2.036
C18 0.441 1.380 -3.310  -1.303
H16 3.162 0.821 -5.369  0.391
H17 2.606 2.592 -3.838  -0.862
H18 4.218 -0.013 -4.199  0.373
H19 0.748 2.082 -4.105  0.249
H20 0.078 -0.738 -3.553  0.867
H21 2.287 -1.453 -4.062  0.418
H22 -0.655 1.368 -3.327  0.721
H23 0.153 1.129 -1.220  -1.881
H24 2.229 1.701 -0.296  0.922
H25 0.471 2.926 -1.795  -0.739
H26 4.305 2.372 -3.879  0.674
H27 4.329 1.782 -1.551  0.422
P1 0.667 4.698 -3.254  1.049
C19 -0.398 5.647 -4.439  -1.386
C20 2.316 5.260 -3.950  -1.548
P2 0.528 4.947 -0.171  0.652
C21 0.563 5.862 -1.832  -1.626
C22 2.376 4.840 0.073  -0.905
C23 0.363 6.567 0.714  -1.247
H28 -1.258 6.105 -3.940  0.435
H29 -0.794 4.925 -5.166  0.340
H30 0.129 6.422 -5.008  0.402
H31 2.240 6.229 -4.472  0.497
H32 2.649 4.505 -4.674  0.459
H33 3.073 5.332 -3.157  0.323
H34 0.680 7.407 0.080  0.372
H35 0.978 6.552 1.620  0.453
H36 -0.690 6.701 0.974  0.340
H37 -0.380 6.441 -1.925  0.575
H38 1.413 6.582 -1.878  0.598
H39 2.625 5.335 1.025  0.537
H40 2.955 5.319 -0.733  0.234
H41 2.671 3.786 0.131  0.018
C24 -5.192 3.602 0.053  -1.350
C25 -4.879 2.129 -0.255  -0.139
C26 -3.388 2.132 -0.763  -0.769
C27 -5.308 1.249 0.888  0.365
C28 -6.680 1.181 1.175  -0.867
C29 -7.143 0.360 2.204  -1.297
C30 -6.246 -0.429 2.917  -0.776
C31 -4.870 -0.384 2.657  0.632
C32 -4.005 -1.428 3.336  2.962
C33 -3.966 -1.228 4.849  -1.582
C34 -4.504 -2.858 3.081  -1.553
C35 -4.378 0.573 1.711  0.276
O1 -3.050 0.953 1.588  -0.243
H42 -4.548 3.995 0.864  0.339
H43 -6.234 3.726 0.369  0.415
H44 -5.018 4.209 -0.849  0.380
H45 -5.468 1.820 -1.129  0.518
H46 -2.939 3.081 -0.228  0.054
H47 -2.921 1.090 -0.720  0.298
H48 -3.351 2.403 -1.820  0.678
H49 -7.392 1.790 0.604  0.431
H50 -8.209 0.334 2.457  0.370
H51 -6.637 -1.114 3.690  0.321
H52 -3.000 -1.318 2.933  -2.452
H53 -4.985 -1.211 5.263  0.364
H54 -3.402 -2.046 5.317  0.441
H55 -3.472 -0.283 5.105  0.372
H56 -4.561 -3.096 2.010  0.312
H57 -3.831 -3.593 3.550  0.457
H58 -5.506 -2.999 3.511  0.381

Summary:
Total charge ... +1
Orbital gap (spin up / spin down) ... 4.91 / 4.91 eV
Lowest unoccupied orbital energy (spin up / spin down) ... -3.995 / -3.995 eV


Stability ranking, top and bottom: arrangement w is the most stable and arrangement x is the least stable.


Arrangement w

Computed, not measured: the molecule C3H2N2O2, with ωB97M-V/def2-TZVPD.

Each line ends with the Mulliken charge.
Cartesian coordinates (Å):
O1 2.477 -0.896 -0.135  -0.397
C1 1.709 -0.233 0.510  -0.071
C2 0.313 0.044 0.058  0.673
N1 -0.754 -0.222 0.740  -0.496
C3 -1.728 0.090 -0.172  -0.060
N2 -1.291 0.533 -1.312  -0.272
O2 0.077 0.513 -1.163  -0.083
H1 1.939 0.173 1.507  0.307
H2 -2.785 -0.023 0.011  0.398

Summary:
SMILES string ... O=Cc1ncno1
Orbital gap ... 10.80 eV
Lowest unoccupied orbital energy ... -0.366 eV


Arrangement x

Computed, not measured: the molecule C3H2N2O2, with ωB97M-V/def2-TZVPD.

Each line ends with the Mulliken charge.
Cartesian coordinates (Å):
C1 2.155 0.080 -0.042  0.145
C2 0.719 0.199 -0.048  0.573
C3 -1.369 -0.431 0.027  0.004
H1 -1.961 -0.808 -0.819  0.217
H2 -1.681 -0.703 1.039  0.219
N1 3.304 0.174 0.005  -0.347
N2 0.132 1.364 -0.030  -0.273
O1 -1.264 1.007 -0.046  -0.226
O2 -0.035 -0.882 -0.086  -0.312

Summary:
SMILES string ... N#CC1=NOCO1
Orbital gap ... 10.02 eV
Lowest unoccupied orbital energy ... 0.100 eV


Stability ranking, top and bottom: arrangement w is the most stable and arrangement x is the least stable.


Arrangement w

Computed, not measured: the molecule C3H2N2O2, with ωB97M-V/def2-TZVPD.

Each line ends with the Mulliken charge.
Cartesian coordinates (Å):
C1 2.176 -0.835 0.337  0.155
C2 0.827 -0.528 0.207  0.243
C3 -1.699 0.802 -0.352  0.246
N1 3.321 -1.067 0.463  -0.350
N2 -0.309 -1.116 0.245  -0.345
O1 -1.369 -0.292 0.296  -0.106
O2 -2.672 1.439 -0.046  -0.452
H1 0.827 0.649 0.145  0.281
H2 -1.102 0.947 -1.295  0.329

Summary:
SMILES string ... N#C/C=N/OC=O
Orbital gap ... 10.11 eV
Lowest unoccupied orbital energy ... -1.177 eV


Arrangement x

Computed, not measured: the molecule C3H2N2O2, with ωB97M-V/def2-TZVPD.

Each line ends with the Mulliken charge.
Cartesian coordinates (Å):
C1 -1.144 -0.348 0.034  0.393
C2 -0.351 0.722 -0.032  -0.087
C3 0.965 0.653 0.062  0.039
H1 -0.556 1.915 -0.174  0.219
H2 1.706 1.403 -0.408  0.301
N1 0.691 -1.773 -0.016  -0.026
N2 -0.576 -1.696 -0.101  -0.041
O1 -2.375 -0.323 0.275  -0.529
O2 1.641 -0.554 0.360  -0.269

Summary:
SMILES string ... O=c1cconn1
Orbital gap ... 9.12 eV
Lowest unoccupied orbital energy ... -1.208 eV


Stability ranking, top and bottom: arrangement w is the most stable and arrangement x is the least stable.


Arrangement w

Computed, not measured: the molecule C3H2N2O2, with ωB97M-V/def2-TZVPD.

Each line ends with the Mulliken charge.
Cartesian coordinates (Å):
C1 -1.009 -1.815 -0.704  0.246
C2 0.747 1.040 0.101  0.094
C3 0.856 1.858 1.259  0.227
H1 -0.868 -2.310 -1.700  0.286
H2 1.156 1.348 -0.965  0.320
N1 0.088 -0.049 0.385  -0.335
N2 0.896 2.633 2.148  -0.357
O1 -1.716 -1.970 0.227  -0.403
O2 -0.151 -0.736 -0.751  -0.079

Summary:
SMILES string ... N#C/C=N/OC=O
Orbital gap ... 10.22 eV
Lowest unoccupied orbital energy ... -0.628 eV


Arrangement x

Computed, not measured: the molecule C3H2N2O2, with ωB97M-V/def2-TZVPD.

Each line ends with the Mulliken charge.
Cartesian coordinates (Å):
C1 -0.167 0.521 0.881  0.465
C2 0.434 -0.924 -0.774  0.066
C3 -0.816 0.949 -0.479  0.471
H1 1.161 -1.060 1.139  0.217
H2 0.969 -1.801 -1.191  0.354
N1 0.552 -0.568 0.488  -0.042
N2 -0.257 -0.021 -1.461  -0.576
O1 -0.389 0.959 1.999  -0.524
O2 -1.486 1.945 -0.603  -0.430

Summary:
SMILES string ... O=C1N=CNC1=O
Orbital gap ... 8.61 eV
Lowest unoccupied orbital energy ... -1.301 eV


Arrangement y

Computed, not measured: the molecule C3H2N2O2, with ωB97M-V/def2-TZVPD.

Each line ends with the Mulliken charge.
Cartesian coordinates (Å):
N1 -1.398 -0.548 -0.481  -0.542
C1 -0.740 0.336 0.098  0.812
O1 0.617 0.480 0.303  -0.218
C2 1.504 -0.421 -0.202  0.223
O2 1.244 -1.395 -0.849  -0.486
C3 -1.420 1.797 0.488  -0.348
N2 -1.513 1.114 1.460  -0.176
H1 -0.806 -1.265 -0.901  0.362
H2 2.512 -0.098 0.084  0.372

Summary:
Orbital gap ... 10.77 eV
Lowest unoccupied orbital energy ... -0.573 eV


Arrangement z

Computed, not measured: the molecule C3H2N2O2, with ωB97M-V/def2-TZVPD.

Each line ends with the Mulliken charge.
Cartesian coordinates (Å):
C1 1.279 0.455 -0.847  -0.072
C2 0.022 0.018 -0.218  0.607
C3 -0.274 -0.521 1.013  -0.230
H1 1.104 1.217 -1.689  0.283
H2 0.433 -0.727 1.852  0.373
N1 -1.649 -0.627 1.111  -0.243
N2 -2.178 -0.210 0.040  -0.103
O1 2.399 0.126 -0.448  -0.455
O2 -1.137 0.269 -0.814  -0.160

Summary:
SMILES string ... O=Cc1cnno1
Orbital gap ... 9.85 eV
Lowest unoccupied orbital energy ... -0.996 eV


Stability ranking, top and bottom: arrangement x is the most stable and arrangement y is the least stable.


Arrangement w

Computed, not measured: a cluster of 2 separate species, CH3F2N2P in total, with ωB97M-V/def2-TZVPD.

Each line ends with the Mulliken charge.
Cartesian coordinates (Å):
C1 -0.951 -0.765 0.043  -0.075
N1 -1.258 -1.929 0.343  -0.336
N2 3.103 1.108 0.434  -0.470
F1 2.379 -1.295 0.517  -0.302
F2 2.060 -0.083 -1.409  -0.264
P1 1.876 0.227 0.153  0.526
H1 -1.226 -0.023 -0.592  0.353
H2 -0.874 -2.569 1.059  0.319
H3 3.086 2.101 0.807  0.249

Summary:
Orbital gap (spin up / spin down) ... 6.16 / 8.57 eV
Lowest unoccupied orbital energy (spin up / spin down) ... -2.227 / -0.893 eV


Arrangement x

Computed, not measured: the molecule CH3F2N2P, with ωB97M-V/def2-TZVPD.

Each line ends with the Mulliken charge.
Cartesian coordinates (Å):
C1 -0.821 0.654 0.113  -0.125
N1 -1.808 -0.114 -0.160  -0.488
N2 1.605 -1.966 -0.296  -0.468
F1 1.471 0.908 -0.969  -0.219
F2 1.522 0.950 1.294  -0.292
P1 0.901 -0.006 0.123  0.740
H1 -1.055 1.667 0.340  0.387
H2 -2.583 0.502 -0.359  0.282
H3 0.767 -2.596 -0.087  0.185

Summary:
SMILES string ... [H]/N=C/P(=N)(F)F
Orbital gap (spin up / spin down) ... 8.42 / 8.42 eV
Lowest unoccupied orbital energy (spin up / spin down) ... -0.657 / -0.658 eV


Stability ranking, top and bottom: arrangement w is the most stable and arrangement x is the least stable.